1.
Below is 2 unconnected molecules or ions with the total composition C3H6N4OS in a non-equilibrium geometry, with properties calculated with the ωB97M-V functional and the def2-TZVPD basis.

Each line ends with the Löwdin charge.
CARTESIAN COORDINATES (ANGSTROEM)
C: -1.9105 1.0003 0.4223  -0.32
C: 1.4719 2.0387 -0.2402  -0.03
C: 0.8205 -1.1375 -0.8183  -0.45
N: 1.9103 0.8923 0.1228  -0.10
N: -1.6862 -0.1289 0.7602  0.00
N: 1.5109 -0.3182 0.1438  -0.50
N: -2.1932 -1.3790 0.8895  0.00
O: -1.8030 2.1361 0.2027  0.13
S: 2.4168 -1.7199 -0.2693  0.83
H: 2.0106 2.9407 0.0661  0.06
H: 0.4144 2.2433 -0.5024  0.05
H: 0.0301 -1.8330 -0.3808  0.05
H: 0.7131 -0.8859 -1.8754  0.08
H: -1.4918 -1.9174 1.4677  0.11
H: -2.2140 -1.9316 0.0112  0.09

Properties
Energy relative to the best compared isomer or geometry (same formula, charge and spin) = 79.66 kcal per mole
Energy = -22045.848 eV

2.
Below is a single C3H6N4OS molecule in a non-equilibrium geometry, with properties calculated with the ωB97M-V functional and the def2-TZVPD basis.

Each line ends with the Löwdin charge.
CARTESIAN COORDINATES (ANGSTROEM)
C: -0.7560 -1.6453 -1.3445  -0.72
C: 0.7557 0.4030 0.5536  0.01
C: -0.7854 0.1907 0.5315  -0.36
N: -1.1428 -2.8946 -1.4690  0.01
N: -1.0711 -1.1402 -0.1410  -0.05
N: -1.7542 -3.1827 -0.3047  -0.03
N: -1.6805 -2.1757 0.4658  0.02
O: -1.5211 1.1632 -0.1145  0.01
S: 0.1830 -0.7914 -2.6158  0.77
H: 1.2054 -0.5263 0.6666  0.07
H: 0.9671 1.1579 1.2652  0.08
H: 0.8059 0.8842 -0.4157  0.04
H: -1.2377 0.0804 1.4595  0.12
H: -0.9434 1.6103 -0.7793  0.11
H: 1.0362 -1.8964 -2.7683  -0.08

Properties
Energy relative to the best compared isomer or geometry (same formula, charge and spin) = 0.00 kcal per mole
Energy = -22049.303 eV

3.
Below is a molecular structure, C3H6N4S in a non-equilibrium geometry, with properties calculated with the ωB97M-V functional and the def2-TZVPD basis.

Each line ends with the Löwdin charge.
CARTESIAN COORDINATES (ANGSTROEM)
C: -0.2136 0.9630 1.7794  -0.12
C: 0.4309 -0.0068 -0.1290  -0.62
C: -0.8714 -0.1740 -1.9149  -0.22
H: -0.6074 1.9565 1.4349  0.05
H: 0.2333 0.9913 2.7305  0.03
H: -1.2455 0.2694 1.8880  0.14
H: -0.9122 1.6403 -0.3054  0.27
H: -1.5016 0.2550 -2.7930  0.14
H: 2.0175 -1.9872 0.7425  -0.05
N: 0.8373 0.1165 1.0029  0.03
N: -0.8632 0.3674 -0.6464  0.07
N: 0.0093 -1.1586 -2.1019  0.04
N: 0.7560 -0.9817 -0.9576  -0.50
S: 1.9305 -2.2511 -0.7299  0.74

Properties
Energy relative to the best compared isomer or geometry (same formula, charge and spin) = 122.36 kcal per mole
Energy = -19999.030 eV

4.
Below is a single C3H6N4S molecule, with properties calculated with the ωB97M-V functional and the def2-TZVPD basis.

Each line ends with the Löwdin charge.
CARTESIAN COORDINATES (ANGSTROEM)
C: -0.0762 -0.7436 -0.1679  -0.44
C: 0.6147 1.1146 1.2866  -0.27
C: -0.8276 -0.5133 -2.3952  -0.70
H: 0.2249 -2.5887 0.4755  0.10
H: 0.1328 -1.4506 1.7429  0.10
H: -0.5005 1.2309 -0.4694  0.03
H: 1.2574 0.4143 1.8017  0.11
H: 1.0405 2.5944 2.3659  0.05
H: -0.9151 -1.1620 -3.2745  0.05
N: 0.3278 -1.6438 0.7764  0.16
N: -0.0520 0.5655 0.1871  0.09
N: 0.4626 2.3322 1.5684  0.11
N: -0.4162 -1.2299 -1.3424  0.01
S: -1.2732 1.0800 -2.5551  0.61

Properties
Energy relative to the best compared isomer or geometry (same formula, charge and spin) = 12.48 kcal per mole
Energy = -20003.795 eV

5.
Below is a gas-phase ion, C3H6N5O3 (charge +1) in a non-equilibrium geometry, with properties calculated with the ωB97M-V functional and the def2-TZVPD basis.

Each line ends with the Löwdin charge.
CARTESIAN COORDINATES (ANGSTROEM)
C: 0.4746 1.0705 0.1839  -0.20
C: -0.9710 -0.6726 -0.2373  -0.06
C: 1.2584 -0.2174 0.1406  -0.21
N: 1.2777 2.0724 -0.0084  0.19
N: 0.3876 -1.1062 -0.6747  0.09
N: 2.5324 0.2345 -0.3804  0.07
N: -0.7668 0.7890 0.0379  0.19
N: 3.7566 -0.5188 0.0466  -0.34
O: 3.5449 -1.6562 0.4020  0.13
O: 4.7734 0.0892 -0.1063  0.17
O: 2.6012 1.6701 -0.1520  0.03
H: -1.6537 -0.7621 -0.9558  0.10
H: -1.2143 -1.1090 0.6604  0.11
H: 1.5299 -0.5005 1.2279  0.20
H: 1.3449 3.0198 0.3129  0.20
H: 0.4316 -2.1102 -0.6632  0.14
H: -1.6508 1.2449 0.0466  0.18

Properties
Energy relative to the best compared isomer or geometry (same formula, charge and spin) = 178.04 kcal per mole
Energy = -16785.747 eV
Net charge = +1

6.
Below is a single C3H6N6O6 molecule in a non-equilibrium geometry, with properties calculated with the ωB97M-V functional and the def2-TZVPD basis.

Each line ends with the Löwdin charge.
CARTESIAN COORDINATES (ANGSTROEM)
C: 0.7698 -1.4947 -0.5767  -0.11
C: 1.7088 -0.2195 -0.2384  -0.07
C: -0.3348 1.2286 -0.4722  0.03
N: -0.4089 -1.5086 0.2772  -0.04
N: 0.7769 0.8420 0.2440  0.02
N: -1.4489 -0.8714 -0.0706  0.07
N: -0.5104 1.0847 -1.9222  -0.36
N: 1.0669 1.5816 1.5133  -0.37
N: -2.4560 -0.7807 0.8772  -0.43
O: -1.4640 1.6911 -2.4147  0.08
O: 2.0564 1.2512 2.0788  0.11
O: -3.4491 -0.1953 0.4785  0.09
O: 0.3068 0.4000 -2.5114  0.03
O: 0.2034 2.2915 1.9073  0.13
O: -2.2492 -1.3565 1.9127  0.06
H: 0.3140 -1.4309 -1.5661  0.10
H: 1.5020 -2.3195 -0.4586  0.13
H: 2.3761 -0.5415 0.6453  0.14
H: 2.3921 0.0223 -1.0287  0.11
H: -0.8695 1.9639 -0.0610  0.09
H: -0.2825 -1.6382 1.3863  0.21

Properties
Energy relative to the best compared isomer or geometry (same formula, charge and spin) = 60.93 kcal per mole
Energy = -24420.053 eV

7.
Below is a single C3H6N6S molecule in a non-equilibrium geometry, with properties calculated with the ωB97M-V functional and the def2-TZVPD basis.

Each line ends with the Löwdin charge.
CARTESIAN COORDINATES (ANGSTROEM)
C: 0.6775 2.4649 1.3282  -0.14
C: -0.0930 0.5116 -0.0034  -0.73
C: -0.5354 -1.8024 -0.8144  -0.45
H: 0.8092 3.2301 0.4169  0.13
H: 1.2297 2.3939 2.0587  -0.03
H: -0.4707 2.6963 1.6169  0.12
H: 1.8105 0.5807 1.0183  0.21
H: -1.9286 -0.8103 -1.6546  -0.11
H: -1.9592 -2.2173 -2.1932  0.12
N: 0.7625 1.0709 0.9665  -0.09
N: 0.1279 -0.8382 -0.1456  -0.04
N: 1.2067 -1.4777 0.3922  0.01
N: 1.2181 -2.7092 0.0521  0.02
N: 0.0954 -2.9246 -0.7859  0.08
N: -1.7072 -1.6042 -1.4451  0.21
S: -1.2432 1.4356 -0.8077  0.70

Properties
Energy relative to the best compared isomer or geometry (same formula, charge and spin) = 50.72 kcal per mole
Energy = -22980.485 eV

8.
Below is a molecular structure, C3H6NO in a non-equilibrium geometry, with properties calculated with the ωB97M-V functional and the def2-TZVPD basis.

Each line ends with the Löwdin charge.
CARTESIAN COORDINATES (ANGSTROEM)
C: -0.5544 -0.7847 0.3375  -0.34
C: -0.7964 -0.6017 -1.0989  -0.15
C: 0.6115 0.1228 0.1612  -0.24
N: 0.8446 1.3523 0.6353  -0.31
O: 1.7902 2.1509 0.2088  -0.34
H: -1.2057 -0.3652 1.0767  0.07
H: -0.1261 -1.7081 0.7582  0.08
H: -0.3771 -1.3737 -1.7708  0.00
H: -1.6674 -0.1252 -1.4252  -0.03
H: 1.5384 -0.3333 -0.0700  0.10
H: -0.0576 1.6660 1.1872  0.15

Properties
Energy relative to the best compared isomer or geometry (same formula, charge and spin) = 38.32 kcal per mole
Energy = -6741.439 eV
Net charge = -1

Which of these has the lowest energy?
C3H6N6O6

Which of these has the highest energy?
C3H6NO

Copy entry 4 word for word.
Below is a single C3H6N4S molecule, with properties calculated with the ωB97M-V functional and the def2-TZVPD basis.

Each line ends with the Löwdin charge.
CARTESIAN COORDINATES (ANGSTROEM)
C: -0.0762 -0.7436 -0.1679  -0.44
C: 0.6147 1.1146 1.2866  -0.27
C: -0.8276 -0.5133 -2.3952  -0.70
H: 0.2249 -2.5887 0.4755  0.10
H: 0.1328 -1.4506 1.7429  0.10
H: -0.5005 1.2309 -0.4694  0.03
H: 1.2574 0.4143 1.8017  0.11
H: 1.0405 2.5944 2.3659  0.05
H: -0.9151 -1.1620 -3.2745  0.05
N: 0.3278 -1.6438 0.7764  0.16
N: -0.0520 0.5655 0.1871  0.09
N: 0.4626 2.3322 1.5684  0.11
N: -0.4162 -1.2299 -1.3424  0.01
S: -1.2732 1.0800 -2.5551  0.61

Properties
Energy relative to the best compared isomer or geometry (same formula, charge and spin) = 12.48 kcal per mole
Energy = -20003.795 eV

energy relative to the best compared isomer or geometry (same formula, charge and spin) of number 7 (C3H6N6S)?
50.72 kcal per mole